Entry 1:
Formula: CH5INP
Source: the Open Molecules 2025 dataset
Level of theory: ωB97M-V/def2-TZVPD

Values from the calculation:
max |F|: 4.5 eV/Å
orbital gap: 9.44 eV
E_HOMO: -9.1 eV
structure (SMILES): CP(N)I

Last column: Löwdin charge in e.
Positions of all 9 atoms, in Å:
H -0.552 -1.358 1.492  -0.021
N -0.367 -1.487 0.570  -0.274
H -0.363 1.317 0.716  0.050
P -0.944 -0.546 -0.779  0.394
I -3.215 0.085 0.005  0.244
C -0.070 0.982 -0.350  -0.457
H 1.056 0.880 -0.431  0.053
H -0.387 -2.472 0.363  0.012
H -0.248 1.783 -1.023  -0.001

Atoms 1-6, force components in eV/Å:
H -0.80 1.05 3.09
N 0.49 -0.54 -4.48
H 0.65 -0.44 -1.65
P 0.61 -0.91 1.44
I -0.02 0.11 -0.12
C 1.09 0.60 2.07

---

Entry 2:
Formula: CH5INP
Source: the Open Molecules 2025 dataset
Level of theory: ωB97M-V/def2-TZVPD

Values from the calculation:
max |F|: 4.6 eV/Å
orbital gap: 7.50 eV
E_HOMO: -8.4 eV

Last column: Löwdin charge in e.
Positions of all 9 atoms, in Å:
I -0.285 0.035 -2.607  0.627
C 0.845 -0.855 -0.051  -0.396
H -1.500 2.083 0.399  -0.230
H 1.060 -0.470 1.011  0.084
P -1.663 0.804 0.542  0.797
H 1.755 -1.192 -0.420  0.039
H 0.293 -1.693 0.229  0.035
H -0.787 0.980 1.579  -0.176
N 0.281 0.309 -0.682  -0.781

Atoms 1-6, force components in eV/Å:
I -0.18 -0.25 -0.54
C -0.24 2.30 3.60
H 0.17 3.35 -1.04
H 0.22 -0.31 -1.24
P 2.00 -3.81 -1.71
H 1.76 -0.29 -1.31

---

Entry 3:
Formula: CH5INP
Source: the Open Molecules 2025 dataset
Level of theory: ωB97M-V/def2-TZVPD

Values from the calculation:
max |F|: 3.1 eV/Å
orbital gap (alpha / beta): 7.34 / 7.34 eV
E_HOMO (alpha / beta): -8.5 / -8.5 eV

Last column: Löwdin charge in e.
Positions of all 9 atoms, in Å:
H 1.002 -1.126 -0.441  -0.024
H 0.785 0.677 1.678  0.084
P -1.871 -0.755 -0.986  0.285
H 2.020 0.133 0.687  0.037
H 0.802 0.894 -0.196  -0.018
N 0.409 -1.073 0.346  -0.112
H -2.706 -0.401 0.072  -0.237
C 0.996 0.217 0.678  -0.304
I -1.436 1.434 -1.838  0.290

Atoms 1-6, force components in eV/Å:
H 0.15 -1.62 -2.03
H -0.63 -0.41 -0.96
P 2.52 -0.87 0.47
H 2.78 -0.56 -0.15
H 0.00 0.36 0.92
N -2.03 1.10 0.58

---

Entry 4:
Formula: CH5INP
Source: the Open Molecules 2025 dataset
Level of theory: ωB97M-V/def2-TZVPD

Values from the calculation:
max |F|: 3.8 eV/Å
orbital gap (alpha / beta): 7.89 / 7.89 eV
E_HOMO (alpha / beta): -8.4 / -8.4 eV

Last column: Löwdin charge in e.
Positions of all 9 atoms, in Å:
H 0.769 2.622 0.926  0.024
N 0.750 1.600 0.885  -0.361
I 3.424 -0.357 -0.103  0.127
H 0.145 0.989 1.379  -0.003
H -0.024 -1.460 0.240  -0.007
H -0.430 -1.368 -1.479  -0.060
C -0.525 -0.882 -0.573  -0.072
P 1.374 0.992 -0.579  0.370
H -1.505 -0.455 -0.455  -0.017

Atoms 1-6, force components in eV/Å:
H -0.44 -0.86 0.62
N 1.48 0.26 -1.84
I -0.40 -0.01 0.15
H -0.55 0.35 0.79
H -0.90 0.61 -0.49
H 0.38 -0.85 -1.88

---

Entry 5:
Formula: CH5N2O
Source: the Open Molecules 2025 dataset
Level of theory: ωB97M-V/def2-TZVPD

Values from the calculation:
max |F|: 5.4 eV/Å
orbital gap: 11.31 eV
total charge: +1
E_HOMO: -16.5 eV
structure (SMILES): NC([NH3+])=O

Last column: Löwdin charge in e.
Positions of all 9 atoms, in Å:
H -0.495 1.051 -1.417  0.085
H 1.117 1.383 -1.247  0.052
H 0.079 -1.622 1.234  0.225
N 0.429 0.688 -1.170  0.132
O 0.047 0.992 1.652  0.169
C 0.175 0.489 0.538  -0.271
N -0.232 -0.918 0.458  0.168
H 0.229 -1.245 -0.484  0.194
H -1.349 -0.818 0.435  0.245

Atoms 1-6, force components in eV/Å:
H 0.26 0.37 -0.32
H 1.02 1.58 -0.34
H -0.82 1.90 -1.15
N -1.48 -1.10 4.77
O 1.30 -0.68 -5.16
C -0.46 1.53 1.57

---

Entry 6:
Formula: CH5N2O
Source: the Open Molecules 2025 dataset
Level of theory: ωB97M-V/def2-TZVPD

Values from the calculation:
max |F|: 5.2 eV/Å
orbital gap: 10.86 eV
total charge: +1
E_HOMO: -15.1 eV

Last column: Löwdin charge in e.
Positions of all 9 atoms, in Å:
H 1.801 -1.472 -0.841  0.137
H -1.354 2.180 1.856  0.141
H 0.326 -2.340 -0.245  0.206
C -0.544 0.956 0.483  -0.037
N 0.816 -1.467 -0.665  0.274
O -1.226 1.889 -0.087  0.022
H 0.477 -0.774 -0.071  -0.022
N -0.576 2.136 1.156  0.056
H 0.280 -1.108 -1.587  0.225

Atoms 1-6, force components in eV/Å:
H 0.78 -0.37 0.24
H 0.97 -0.16 -0.17
H 1.56 1.19 -1.42
C -0.22 -0.43 -0.43
N -3.68 -1.87 -3.19
O -0.95 -0.78 -2.89